<one>
This record from OMol25 describes a cluster of 2 separate species, C5H8OS in total. The level of theory is ωB97M-V with the def2-TZVPD basis set.

For the molar mass, the calculation gives 116.2 g mol⁻¹. The structure (SMILES) is C=CC=O.C1CS1.

Each line ends with the Mulliken charge.
Element x y z (Å)
C 1.978 0.132 0.360  -0.669
C 1.376 -0.424 -0.733  -0.086
C 0.498 -1.598 -0.544  -0.059
O 0.295 -2.138 0.564  -0.555
H 2.548 1.126 0.289  0.277
H 1.967 -0.379 1.257  0.319
H 1.373 0.156 -1.746  0.298
H 0.282 -2.239 -1.442  0.363
C -1.848 0.200 0.650  -0.443
C -1.140 1.292 0.016  -0.132
S -1.611 0.085 -1.152  -0.159
H -1.129 -0.440 1.278  0.199
H -2.878 0.447 1.129  0.274
H -1.630 2.298 -0.071  0.278
H -0.080 1.483 0.144  0.095



<two>
This record from OMol25 describes the molecule C5H8OS. The level of theory is ωB97M-V with the def2-TZVPD basis set.

For the molar mass, the calculation gives 116.2 g mol⁻¹.

Each line ends with the Mulliken charge.
Element x y z (Å)
C 0.067 2.131 0.357  -0.166
C 0.955 -0.215 -1.850  -0.917
C 1.001 -0.104 -0.358  -0.284
C -0.191 0.763 0.088  0.233
C -1.401 -1.517 1.217  -0.843
O 0.929 2.870 -0.069  -0.500
S -1.771 -0.006 0.218  -0.012
H -0.553 2.559 1.164  0.329
H 1.825 0.254 -2.256  0.329
H 0.021 -0.464 -2.305  0.388
H 0.946 -1.195 -0.038  0.231
H 2.068 0.350 -0.094  0.288
H -2.292 -1.695 1.632  0.377
H -0.498 -1.422 1.874  0.298
H -1.106 -2.307 0.421  0.248



Which of them is the least stable? Correct choice: <two>.



<one>
This record from OMol25 describes the molecule C4H5ClS2. The level of theory is ωB97M-V with the def2-TZVPD basis set.

For the molar mass, the calculation gives 152.7 g mol⁻¹. The structure (SMILES) is CSC(=S)/C=C/Cl.

Each line ends with the Mulliken charge.
Element x y z (Å)
C 0.452 2.354 0.434  -0.978
S 0.570 0.824 -0.498  -0.007
C -0.130 -0.348 0.602  0.351
S -0.634 -0.024 2.094  -0.266
C -0.244 -1.715 -0.006  -0.344
C -0.290 -1.987 -1.313  -0.209
Cl -0.481 -3.584 -1.885  -0.166
H 0.877 3.172 -0.126  0.338
H 1.005 2.370 1.395  0.343
H -0.552 2.710 0.740  0.342
H -0.383 -2.504 0.714  0.318
H -0.188 -1.268 -2.151  0.276



<two>
This record from OMol25 describes the molecule C4H5ClS2. The level of theory is ωB97M-V with the def2-TZVPD basis set.

For the molar mass, the calculation gives 152.7 g mol⁻¹. The structure (SMILES) is S[C@@]1(Cl)CC=CS1.

Each line ends with the Mulliken charge.
Element x y z (Å)
S 2.305 1.319 -0.691  -0.148
C 1.058 0.044 0.069  -0.062
Cl 1.947 -0.841 1.310  -0.154
C -0.255 0.729 0.473  -0.317
C -1.300 -0.393 0.417  -0.519
C -0.984 -1.380 -0.399  -0.157
S 0.498 -1.142 -1.293  -0.021
H 1.307 1.569 -1.567  0.142
H -0.527 1.583 -0.206  0.307
H -0.282 1.003 1.596  0.251
H -2.121 -0.179 1.029  0.404
H -1.646 -2.311 -0.739  0.272



Which of them is the least stable? Correct choice: <two>.



<one>
This record from OMol25 describes a cluster of 2 separate species, C3H10O3 in total. The level of theory is ωB97M-V with the def2-TZVPD basis set.

For the molar mass, the calculation gives 94.1 g mol⁻¹. The structure (SMILES) is OCCCO.O.

Each line ends with the Mulliken charge.
Element x y z (Å)
O -0.937 -0.338 1.300  -0.493
C -0.504 0.236 0.077  -0.176
C 0.993 0.015 -0.081  -0.514
C 1.685 0.996 -1.034  -0.430
O 3.085 1.025 -0.774  -0.511
H -1.689 -0.935 1.252  0.241
H -0.635 1.396 0.134  0.183
H -1.005 -0.254 -0.757  0.298
H 1.206 -0.896 -0.625  0.167
H 1.565 0.178 0.839  0.323
H 1.274 2.020 -0.844  0.278
H 1.510 0.675 -2.059  0.291
H 3.517 1.469 -1.507  0.303
O -3.350 -2.174 1.499  -0.654
H -3.758 -1.994 0.649  0.331
H -2.957 -1.418 1.930  0.362



<two>
This record from OMol25 describes a cluster of 2 separate species, C3H10O3 in total. The level of theory is ωB97M-V with the def2-TZVPD basis set.

For the molar mass, the calculation gives 94.1 g mol⁻¹. The structure (SMILES) is COCOC.O.

Each line ends with the Mulliken charge.
Element x y z (Å)
C -1.884 0.851 -1.477  -0.689
O -0.863 1.302 -0.589  -0.345
C -0.419 0.242 0.173  -0.197
O 0.525 0.722 1.078  -0.363
C 1.891 1.079 0.566  -0.632
H -2.784 0.570 -0.905  0.298
H -1.563 -0.017 -2.077  0.294
H -2.147 1.674 -2.163  0.231
H -1.290 -0.205 0.690  0.309
H 0.016 -0.535 -0.486  0.316
H 1.728 1.788 -0.263  0.283
H 2.471 0.221 0.187  0.265
H 2.481 1.584 1.349  0.236
O 0.929 -2.959 1.100  -0.639
H 0.756 -2.868 2.064  0.317
H 0.150 -3.451 0.753  0.316



Which of them is the least stable? Correct choice: <two>.



<one>
This record from OMol25 describes a cluster of 5 separate species, C20H35N5 in total. The level of theory is ωB97M-V with the def2-TZVPD basis set.

For the molar mass, the calculation gives 345.5 g mol⁻¹. The structure (SMILES) is CCCC#N.CCCC#N.CCCC#N.CCCC#N.CCCC#N.

Each line ends with the Mulliken charge.
Element x y z (Å)
C 6.739 -6.092 -1.222  -1.228
C 5.775 -5.222 -2.031  -0.312
C 5.134 -3.975 -1.375  -0.269
C 5.923 -3.170 -0.397  0.146
N 6.470 -2.471 0.346  -0.423
H 6.235 -6.390 -0.303  0.318
H 7.593 -5.538 -0.833  0.341
H 7.221 -6.915 -1.751  0.358
H 4.952 -5.864 -2.344  0.255
H 6.356 -5.005 -2.927  0.276
H 4.226 -4.239 -0.833  0.263
H 4.866 -3.227 -2.121  0.275
C -0.496 -0.671 -0.795  -1.154
C 0.002 0.706 -0.461  -0.331
C 0.337 0.775 1.080  -0.413
C -0.773 1.400 1.878  0.153
N -1.624 1.963 2.414  -0.438
H -0.742 -0.709 -1.857  0.335
H -1.406 -1.094 -0.369  0.310
H 0.372 -1.305 -0.613  0.339
H -0.718 1.495 -0.675  0.366
H 0.966 0.974 -0.894  0.223
H 1.248 1.336 1.292  0.362
H 0.397 -0.242 1.467  0.248
C 4.537 0.403 5.237  -1.172
C 5.707 0.178 6.119  -0.359
C 6.219 1.456 6.889  -0.471
C 6.910 2.423 6.035  0.285
N 7.532 3.109 5.356  -0.406
H 4.325 -0.344 4.472  0.328
H 4.731 1.269 4.605  0.316
H 3.607 0.616 5.764  0.314
H 6.574 -0.188 5.569  0.333
H 5.323 -0.562 6.821  0.275
H 6.994 1.100 7.569  0.236
H 5.398 1.811 7.512  0.322
C -8.059 -2.164 -4.506  -1.075
C -7.138 -1.490 -3.488  -0.510
C -5.746 -1.017 -3.964  -0.346
C -5.082 -2.100 -4.713  0.242
N -4.544 -2.925 -5.307  -0.413
H -7.809 -1.708 -5.464  0.290
H -9.135 -1.991 -4.539  0.337
H -7.702 -3.186 -4.634  0.307
H -7.063 -2.263 -2.723  0.268
H -7.693 -0.719 -2.953  0.362
H -5.045 -0.701 -3.192  0.297
H -5.784 -0.140 -4.611  0.241
C -5.425 4.815 -1.926  -1.007
C -5.076 4.610 -0.462  -0.426
C -4.338 5.807 0.219  -0.521
C -2.950 6.070 -0.260  0.228
N -1.906 6.385 -0.672  -0.436
H -4.527 5.036 -2.503  0.311
H -6.244 5.498 -2.155  0.313
H -5.785 3.885 -2.364  0.277
H -4.623 3.681 -0.116  0.398
H -5.979 4.673 0.146  0.229
H -4.213 5.515 1.262  0.295
H -5.041 6.637 0.297  0.339



<two>
This record from OMol25 describes a structure of composition C20H35N5. The level of theory is ωB97M-V with the def2-TZVPD basis set.

For the molar mass, the calculation gives 345.5 g mol⁻¹.

Each line ends with the Mulliken charge.
Element x y z (Å)
C 20.061 -0.694 12.862  -0.008
C 20.377 0.595 13.560  1.860
C 19.456 1.801 13.234  -0.399
C 18.103 1.464 13.541  -0.042
N 17.002 1.064 13.735  -0.585
H 20.922 -1.359 12.801  -1.017
H 19.563 -0.608 11.897  0.479
H 19.378 -1.264 13.493  -0.808
H 21.420 0.910 13.520  0.054
H 20.265 0.361 14.619  -0.667
H 19.569 2.065 12.183  0.742
H 19.661 2.767 13.696  0.103
C 16.834 -2.814 15.510  -1.458
C 17.337 -1.491 14.959  0.217
C 16.206 -0.499 14.424  0.200
C 15.161 -1.265 13.680  0.149
N 14.275 -1.861 13.113  -0.628
H 16.479 -3.358 14.635  0.370
H 16.026 -2.491 16.168  0.311
H 17.605 -3.385 16.027  0.420
H 18.162 -1.577 14.251  -0.121
H 17.940 -1.073 15.765  0.272
H 16.361 0.325 13.728  0.454
H 15.670 -0.191 15.322  0.217
C 20.727 3.190 14.898  0.367
C 20.027 2.937 16.263  -0.603
C 20.786 3.497 17.485  -0.770
C 22.162 2.975 17.666  0.348
N 23.258 2.584 17.791  -0.512
H 20.875 4.256 14.726  0.808
H 20.012 2.964 14.108  -0.966
H 21.619 2.577 14.767  -0.668
H 19.933 1.881 16.513  0.204
H 19.004 3.315 16.284  0.460
H 20.079 3.263 18.281  0.404
H 20.952 4.574 17.489  0.336
C 22.943 4.457 12.209  -0.873
C 24.186 3.651 12.767  -0.586
C 23.820 2.548 13.674  -0.137
C 23.053 1.532 12.952  0.264
N 22.519 0.722 12.267  -0.563
H 22.040 4.380 12.815  0.110
H 22.664 4.238 11.178  0.312
H 23.255 5.500 12.256  0.343
H 24.771 4.420 13.271  0.427
H 24.708 3.232 11.906  0.333
H 23.319 2.905 14.574  0.041
H 24.628 1.900 14.013  0.337
C 22.614 -2.027 12.649  -0.866
C 22.324 -3.101 13.654  -0.629
C 21.047 -2.736 14.419  -0.771
C 21.103 -1.541 15.281  0.700
N 21.171 -0.606 15.980  -0.568
H 21.658 -1.741 12.211  0.313
H 23.280 -2.434 11.888  0.474
H 23.253 -1.286 13.129  0.085
H 23.153 -3.184 14.357  0.368
H 22.153 -4.059 13.162  0.383
H 20.765 -3.617 14.996  0.580
H 20.221 -2.690 13.709  0.400



Which of them is the least stable? Correct choice: <two>.



<one>
This record from OMol25 describes a cluster of 2 separate species, CH4IOPS in total. The level of theory is ωB97M-V with the def2-TZVPD basis set.

For the molar mass, the calculation gives 222.0 g mol⁻¹.

Each line ends with the Mulliken charge.
Element x y z (Å)
C 1.014 -1.104 -0.960  -0.997
O -1.424 1.311 -0.139  -0.443
P -0.235 0.816 0.844  0.352
S 0.717 2.381 1.484  -0.307
I -1.493 -0.406 2.591  -0.020
H 1.496 -1.676 -0.191  0.341
H 0.132 -1.523 -1.405  0.368
H 1.604 -0.421 -1.533  0.356
H -1.811 0.622 -0.690  0.350



<two>
This record from OMol25 describes a cluster of 2 separate species, CH4IOPS in total. The level of theory is ωB97M-V with the def2-TZVPD basis set.

For the molar mass, the calculation gives 222.0 g mol⁻¹.

Each line ends with the Mulliken charge.
Element x y z (Å)
C 0.131 -0.715 0.033  -0.754
O -0.239 1.896 -0.284  -0.431
P -1.165 0.585 -0.089  0.506
S -2.409 0.793 1.407  -0.280
I -2.617 0.161 -3.476  -0.298
H -0.263 -1.658 -0.341  0.312
H 0.986 -0.402 -0.560  0.279
H 0.410 -0.824 1.085  0.328
H -0.705 2.734 -0.197  0.337



Which of them is the least stable? Correct choice: <one>.



<one>
This record from OMol25 describes a cluster of 2 separate species, C6H9O2 in total. The level of theory is ωB97M-V with the def2-TZVPD basis set.

The charge is +1. For the molar mass, the calculation gives 113.1 g mol⁻¹.

Each line ends with the Mulliken charge.
Element x y z (Å)
C -0.492 0.931 0.449  0.548
C -2.595 -0.037 0.173  -0.729
C -1.447 0.343 -0.412  0.571
C 1.598 -0.445 0.573  0.669
C 2.090 -1.845 0.179  -1.146
C -0.952 -0.019 -1.808  -1.417
O 1.992 0.211 1.495  -0.402
O -0.030 1.699 1.150  -0.118
H -3.120 -0.476 -0.710  0.276
H -2.968 0.063 1.202  0.368
H 1.710 -2.443 0.910  0.365
H 0.682 -0.237 0.020  -0.036
H 3.230 -2.001 0.371  0.320
H 1.843 -2.322 -0.702  0.408
H -0.047 0.394 -2.046  0.523
H -1.718 0.350 -2.558  0.395
H -0.672 -1.078 -1.760  0.405



<two>
This record from OMol25 describes a cluster of 2 separate species, C6H9O2 in total. The level of theory is ωB97M-V with the def2-TZVPD basis set.

The charge is +1. For the molar mass, the calculation gives 113.1 g mol⁻¹.

Each line ends with the Mulliken charge.
Element x y z (Å)
C 2.693 0.292 -0.502  0.123
C -0.845 0.548 -1.109  -0.377
C -1.275 0.940 0.297  -0.731
C -0.427 -0.833 -0.823  -0.649
C -0.140 0.412 1.208  -0.559
C 0.073 -0.870 0.598  0.536
O 0.675 -1.949 0.954  -0.381
O 3.595 0.503 -1.110  -0.119
H 0.999 -2.124 1.886  0.418
H -1.768 0.610 -1.730  0.288
H 0.045 1.204 -1.314  0.232
H -1.285 2.027 0.455  0.367
H -2.253 0.480 0.580  0.326
H -1.156 -1.509 -1.129  0.435
H 0.370 -1.240 -1.474  0.386
H 0.670 1.048 0.918  0.237
H 0.029 0.461 2.294  0.468



Which of them is the least stable? Correct choice: <one>.